(1)
Density functional theory data (wB97M-V/def2-TZVPD) for an isolated molecule of C12H22O3 at a distorted geometry.

ORCA input file:
```
! wB97M-V def2-TZVPD RIJCOSX def2/J DEFGRID3
* xyz 0 1
C 1.400 2.766 3.265
O 1.382 1.706 2.315
C 0.355 1.541 1.405
O -0.797 2.033 1.523
C 0.600 0.457 0.375
C -0.692 -0.247 -0.110
C -1.009 -1.515 0.244
C -2.328 -2.255 -0.046
C -2.908 -2.936 1.234
C -1.986 -3.327 -1.079
C 1.473 1.052 -0.830
C 0.941 2.492 -1.080
C 2.918 1.230 -0.307
O 1.556 0.302 -2.033
C 0.507 -0.159 -2.965
H 2.327 3.329 3.359
H 0.703 3.538 2.896
H 0.965 2.391 4.282
H 1.177 -0.379 0.932
H -1.395 0.363 -0.749
H -0.389 -2.138 0.954
H -3.137 -1.659 -0.392
H -3.730 -3.583 0.985
H -2.191 -3.661 1.769
H -3.136 -2.103 1.874
H -2.745 -4.095 -1.111
H -1.075 -3.883 -0.835
H -1.945 -2.868 -2.162
H 1.504 3.200 -0.395
H 1.270 2.715 -2.120
H -0.149 2.705 -1.007
H 3.612 1.315 -1.166
H 3.112 2.164 0.213
H 3.201 0.356 0.354
H 0.358 -1.128 -3.028
H -0.513 0.126 -2.572
H 0.763 0.156 -3.992
*
```

Atom charges from the Löwdin analysis, given in e for atoms 1 to 8: number 1, C, carries -0.06; number 2, O, carries -0.07; number 3, C, carries -0.40; number 4, O, carries 0.07; number 5, C, carries -0.15; number 6, C, carries -0.06; number 7, C, carries -0.07; number 8, C, carries -0.42

***

(2)
Density functional theory data (wB97M-V/def2-TZVPD) for a cluster of 2 separate species, C12H23B2F2N3O7 in total at a distorted geometry.

ORCA input file:
```
! wB97M-V def2-TZVPD RIJCOSX def2/J DEFGRID3
* xyz 0 1
C 1.377 -2.066 0.627
N 0.984 -1.527 -0.691
C 0.487 -2.582 -1.619
B -0.154 -0.645 -0.592
O -1.354 -1.158 -0.090
C -0.133 0.895 -1.062
C 1.212 1.616 -0.961
N 1.546 2.185 0.332
C 2.165 1.226 1.254
C 3.128 1.872 2.256
C 2.602 2.025 3.689
C 1.922 0.794 4.212
O 2.442 -0.206 4.451
O 0.553 0.942 4.447
C 0.457 2.928 0.931
C -0.916 2.255 0.886
N -1.243 1.696 -0.460
H 1.422 -3.145 0.611
H 0.670 -1.806 1.414
H 2.356 -1.719 0.936
H 0.056 -3.437 -1.107
H 1.250 -2.936 -2.293
H -0.317 -2.134 -2.198
H -1.615 -0.615 0.666
H -0.370 0.834 -2.123
H 2.010 0.986 -1.310
H 1.175 2.452 -1.666
H 2.744 0.552 0.643
H 1.387 0.605 1.724
H 4.074 1.350 2.248
H 3.321 2.872 1.888
H 3.461 2.187 4.327
H 1.968 2.896 3.796
H 0.135 1.056 3.583
H 0.697 3.040 1.980
H 0.415 3.938 0.535
H -1.037 1.499 1.654
H -1.653 3.020 1.089
H -2.112 1.158 -0.391
H -1.432 2.495 -1.068
B -4.658 -2.137 -3.246
O -3.235 -1.732 -3.452
C -2.551 -2.781 -3.868
O -1.370 -2.769 -4.110
C -3.490 -3.973 -3.969
O -3.179 -5.081 -4.313
O -4.700 -3.582 -3.605
F -5.487 -1.398 -4.075
F -5.012 -1.948 -1.912
*
```

Atom charges from the Löwdin analysis, given in e for atoms 1 to 8: number 1, C, carries -0.06; number 2, N, carries -0.09; number 3, C, carries -0.03; number 4, B, carries -0.55; number 5, O, carries 0.17; number 6, C, carries -0.10; number 7, C, carries -0.12; number 8, N, carries -0.14

***

(3)
Density functional theory data (wB97M-V/def2-TZVPD) for a cluster of 3 separate species, C12H23BF5O6P in total at a distorted geometry.

ORCA input file:
```
! wB97M-V def2-TZVPD RIJCOSX def2/J DEFGRID3
* xyz 0 1
C -2.156 2.718 -2.709
C -0.907 1.861 -2.709
O -0.536 1.481 -1.355
B 0.594 0.825 -1.234
P 1.102 -0.632 -2.441
O 1.121 -0.234 -3.874
C 1.611 1.190 -0.017
F 2.684 0.367 -0.029
F 2.103 2.415 -0.196
C 0.997 1.071 1.411
F 1.601 1.954 2.183
F 1.278 -0.118 1.903
F -0.270 1.243 1.458
H -2.778 2.533 -1.841
H -1.922 3.779 -2.731
H -2.730 2.490 -3.598
H -0.109 2.443 -3.157
H -1.099 0.999 -3.338
H 2.358 -1.174 -2.098
H 0.162 -1.661 -2.150
C -3.473 -3.843 -4.238
C -4.678 -3.040 -3.794
O -4.301 -1.934 -2.968
C -3.914 -0.739 -3.451
C -3.593 -0.603 -4.923
O -3.760 0.180 -2.691
H -2.794 -3.248 -4.849
H -3.785 -4.712 -4.818
H -2.908 -4.185 -3.370
H -5.288 -2.705 -4.634
H -5.321 -3.661 -3.172
H -2.522 -0.744 -5.066
H -3.865 0.402 -5.239
H -4.136 -1.294 -5.563
C 3.715 0.105 4.391
C 3.404 -0.680 5.648
O 4.389 -0.469 6.663
C 4.363 0.566 7.527
C 3.417 1.718 7.270
O 5.137 0.586 8.444
H 3.710 1.178 4.583
H 2.987 -0.111 3.611
H 4.710 -0.150 4.025
H 2.403 -0.473 6.031
H 3.436 -1.747 5.428
H 3.949 2.495 6.722
H 3.098 2.116 8.230
H 2.517 1.444 6.725
*
```

Atom charges from the Löwdin analysis, given in e for atoms 1 to 8: number 1, C, carries -0.06; number 2, C, carries -0.20; number 3, O, carries 0.08; number 4, B, carries -0.40; number 5, P, carries 0.75; number 6, O, carries -0.48; number 7, C, carries -0.38; number 8, F, carries 0.08

***

(4)
Density functional theory data (wB97M-V/def2-TZVPD) for a structure of composition C12H23BrNO5P at a distorted geometry.

ORCA input file:
```
! wB97M-V def2-TZVPD RIJCOSX def2/J DEFGRID3
* xyz 0 1
C 2.022 5.228 -0.702
C 1.477 3.874 -1.210
C 2.255 2.697 -0.658
Br 4.153 2.830 -1.069
P 1.680 1.034 -1.283
C -0.164 1.117 -1.116
C -0.917 0.442 -2.294
O -0.070 -0.314 -3.137
C 2.262 0.021 0.161
C 1.369 -1.165 0.446
O 0.623 -1.592 -0.437
N 1.380 -1.779 1.713
C 0.059 -1.744 2.342
C 2.467 -1.421 2.621
H 2.802 5.620 -1.342
H 1.211 5.944 -0.599
H 2.435 5.086 0.296
H 1.524 3.872 -2.297
H 0.445 3.815 -0.879
H 2.194 2.723 0.430
H -0.484 0.621 -0.205
H -0.498 2.148 -1.101
H -1.695 -0.197 -1.875
H -1.392 1.222 -2.890
H -0.499 -0.429 -3.981
H 3.244 -0.357 -0.128
H 2.430 0.655 1.029
H 0.035 -2.503 3.122
H -0.681 -2.029 1.612
H -0.161 -0.789 2.824
H 2.641 -0.352 2.714
H 2.205 -1.782 3.613
H 3.379 -1.942 2.342
C -4.472 -3.253 -0.479
C -2.967 -3.326 -0.315
O -2.754 -2.526 0.853
C -3.901 -2.508 1.577
O -3.997 -2.073 2.674
O -4.916 -3.056 0.868
H -4.908 -4.159 -0.890
H -4.785 -2.397 -1.080
H -2.615 -4.339 -0.115
H -2.416 -2.915 -1.156
*
```

Atom charges from the Löwdin analysis, given in e for atoms 1 to 8: number 1, C, carries -0.13; number 2, C, carries -0.36; number 3, C, carries -0.92; number 4, Br, carries 0.65; number 5, P, carries 0.99; number 6, C, carries -0.31; number 7, C, carries -0.31; number 8, O, carries -0.11

***

(5)
Density functional theory data (wB97M-V/def2-TZVPD) for a structure of composition C12H23F3IrNO5P2S at a distorted geometry.

ORCA input file:
```
! wB97M-V def2-TZVPD RIJCOSX def2/J DEFGRID3
* xyz 2 5
Ir -0.978 -0.534 -0.059
P 0.563 -1.449 -1.367
C 0.550 -0.179 -2.729
C 0.035 1.166 -2.269
N -0.695 1.193 -1.129
C -1.193 2.351 -0.602
C -1.303 3.473 -1.410
C -0.683 3.440 -2.651
C 0.023 2.316 -3.050
C -1.509 2.320 0.865
P -0.503 0.937 1.748
H 0.493 2.265 -4.051
H -1.800 4.362 -1.014
H -0.799 4.279 -3.323
H -1.206 3.228 1.394
H -2.559 2.092 1.153
H 1.422 -0.201 -3.373
H -0.194 -0.603 -3.377
H 4.816 2.213 -1.023
O 5.441 2.303 -1.766
H 5.995 1.557 -1.882
H 2.891 -1.088 1.889
O 3.794 -1.097 2.241
H 3.738 -0.662 3.098
C 0.940 1.868 2.366
H 0.594 2.864 2.687
H 1.351 1.357 3.245
H 1.733 1.968 1.616
C -1.324 0.570 3.348
H -0.634 -0.096 3.890
H -1.478 1.491 3.933
H -2.281 0.052 3.188
C -0.393 -2.624 -2.419
H 0.131 -2.648 -3.382
H -0.478 -3.633 -2.013
H -1.390 -2.202 -2.585
C 2.134 -2.411 -1.121
H 1.915 -3.383 -0.653
H 2.568 -2.601 -2.119
H 2.872 -1.882 -0.499
F -3.317 -4.323 2.722
C -3.199 -3.001 2.486
F -4.384 -2.382 2.659
F -2.292 -2.479 3.357
S -2.488 -2.684 0.751
O -1.020 -2.682 0.972
O -3.011 -3.586 -0.251
O -2.888 -1.236 0.513
*
```

Atom charges from the Löwdin analysis, given in e for atoms 1 to 8: number 1, Ir, carries 1.27; number 2, P, carries 0.76; number 3, C, carries -0.23; number 4, C, carries -0.27; number 5, N, carries -0.13; number 6, C, carries -0.29; number 7, C, carries 0.03; number 8, C, carries 0.03

***

(6)
Density functional theory data (wB97M-V/def2-TZVPD) for a structure of composition C12H23N2O2P2Ti at a distorted geometry.

ORCA input file:
```
! wB97M-V def2-TZVPD RIJCOSX def2/J DEFGRID3
* xyz 3 1
Ti 1.125 -0.333 0.443
P -0.821 -1.680 1.016
C 0.322 -2.904 0.160
C 0.614 -2.587 -1.251
N 0.907 -1.256 -1.460
C 1.107 -0.736 -2.685
C 1.107 -1.572 -3.812
C 0.874 -2.960 -3.596
C 0.633 -3.466 -2.308
C 1.367 0.741 -2.772
P 1.696 1.483 -1.098
H 0.434 -4.539 -2.112
H 1.310 -1.148 -4.765
H 0.893 -3.628 -4.462
H 2.236 0.906 -3.422
H 0.494 1.247 -3.217
H 1.308 -2.790 0.751
H 0.026 -3.937 0.411
H 3.698 0.217 2.040
O 2.323 -1.522 1.210
H 3.037 -2.185 1.248
H 2.160 0.862 1.283
O 3.379 1.094 1.885
H 3.127 1.379 2.837
C 3.460 1.917 -1.241
H 3.626 2.496 -2.159
H 3.783 2.514 -0.378
H 4.065 1.004 -1.287
C 0.836 3.080 -1.249
H 0.574 3.432 -0.244
H 1.465 3.823 -1.760
H -0.094 2.945 -1.815
C -2.350 -1.866 0.108
H -2.736 -2.881 0.250
H -3.020 -1.119 0.544
H -2.184 -1.657 -0.955
C -1.044 -2.425 2.640
H -1.589 -1.680 3.231
H -1.639 -3.337 2.538
H -0.085 -2.641 3.124
N -0.672 1.982 1.704
C 0.114 1.164 1.361
*
```

Atom charges from the Löwdin analysis, given in e for atoms 1 to 8: number 1, Ti, carries 0.71; number 2, P, carries 0.90; number 3, C, carries -0.27; number 4, C, carries -0.31; number 5, N, carries -0.01; number 6, C, carries -0.28; number 7, C, carries 0.07; number 8, C, carries 0.07

***

| no. | E (eV) |
| --- | --- |
| 1 | -18940.2350 |
| 2 | -38412.4829 |
| 3 | -48655.0702 |
| 4 | -103875.1049 |
| 5 | -64929.4789 |
| 6 | -61553.9924 |